i.
This record from the OMol25 dataset describes the ion C11H20N3 with charge +1. The level of theory is wB97M-V/def2-TZVPD.

Results
- Orbital gap: 9.4440 eV
- HOMO energy: -11.87 eV
- Total charge: +1
- SMILES: CN1CC[N@@H+](C)C[C@]1(C)c1cc[nH]c1

Last column: Mulliken charge in e.
CARTESIAN COORDINATES (ANGSTROEM)
C: 1.2469 2.4493 -0.3215  -0.9561
N: 0.2278 1.4493 -0.5646  0.2212
C: 0.4967 0.5321 -1.6442  -0.9531
C: 1.4032 -0.6487 -1.2471  -0.5540
N: 0.7921 -1.4116 -0.1313  0.0891
C: 1.4907 -2.6813 0.1308  -0.8413
C: 0.7004 -0.5642 1.0601  -1.0950
C: -0.3975 0.8332 0.5417  1.4319
C: -0.5595 1.7037 1.7700  -1.9564
C: -1.6924 0.1968 0.1474  0.3558
C: -2.6267 0.8127 -0.7242  -1.0032
C: -3.7067 -0.0184 -0.8163  -0.6403
N: -3.4699 -1.1122 -0.0499  -0.0090
C: -2.2536 -0.9991 0.5454  -1.0845
H: 0.8042 3.3022 0.1872  0.3386
H: 2.0913 2.0841 0.2737  0.3178
H: 1.6234 2.7973 -1.2807  0.3580
H: 0.9726 1.0742 -2.4625  0.5172
H: -0.4574 0.1396 -2.0112  0.3356
H: 1.5336 -1.3121 -2.1037  0.4898
H: 2.3832 -0.2931 -0.9232  0.3583
H: -0.1919 -1.6037 -0.3947  0.4089
H: 2.5148 -2.4753 0.4427  0.3612
H: 0.9881 -3.2253 0.9288  0.3295
H: 1.5115 -3.3034 -0.7638  0.3905
H: 1.6660 -0.1589 1.3395  0.3120
H: 0.2270 -1.0748 1.8876  0.4684
H: -1.0565 1.1394 2.5532  0.4373
H: -1.1829 2.5589 1.5211  0.4351
H: 0.3942 2.0574 2.1485  0.5046
H: -2.4976 1.7618 -1.2037  0.5074
H: -4.6175 0.0917 -1.3698  0.4764
H: -4.1183 -1.8699 0.0937  0.2186
H: -1.9166 -1.7484 1.2379  0.4298

=====

ii.
This record from the OMol25 dataset describes a cluster of 2 separate species, C11H20N3 in total. The level of theory is wB97M-V/def2-TZVPD.

Results
- Orbital gap: 8.1961 eV
- HOMO energy: -11.36 eV
- Total charge: +1

Last column: Mulliken charge in e.
CARTESIAN COORDINATES (ANGSTROEM)
C: -2.7791 1.5970 -0.2426  -1.0738
C: -2.1171 0.5032 -0.1713  0.9348
C: 0.4207 1.8545 1.3098  0.2587
C: -1.2445 -2.8649 0.2663  -0.7463
C: -0.1524 -2.4455 -0.7231  -0.5635
C: -0.4360 -0.3910 -2.4161  -1.4593
C: -1.6131 -1.5553 0.9532  -0.4119
C: 0.6008 0.0356 -1.4325  0.2200
C: -0.4859 -1.0047 -1.0456  0.5735
C: 0.9149 1.3722 2.6350  -1.2348
C: 2.8979 0.1634 -0.6633  -0.8179
N: 0.4882 3.1517 1.1964  -0.2913
N: -1.4854 -0.5789 -0.1254  0.1301
N: 1.9214 -0.4284 -1.5547  -0.3154
H: -3.7542 1.6607 -0.7046  0.3043
H: -2.4248 2.5022 0.2302  0.2578
H: -2.1081 -3.2646 -0.2661  0.3064
H: -0.9020 -3.6147 0.9745  0.3746
H: 0.8396 -2.5008 -0.2706  0.3005
H: -0.1490 -3.0704 -1.6139  0.3841
H: -1.2218 0.2951 -2.6943  0.2790
H: -0.1109 -1.0397 -3.2166  0.3348
H: -2.6157 -1.5391 1.3799  0.4768
H: -0.8853 -1.2978 1.7282  0.1798
H: 0.4687 0.9813 -0.9022  0.2225
H: 1.8202 0.7954 2.4526  0.1986
H: 0.1877 0.6972 3.0827  0.1922
H: 1.1465 2.1741 3.3450  0.4413
H: 2.7473 -0.2287 0.3428  0.1557
H: 3.8945 -0.1112 -0.9946  0.3699
H: 2.8256 1.2565 -0.6207  0.3097
H: 0.8387 3.7708 1.9352  0.1937
H: 0.2306 3.6176 0.3373  0.2543
H: 2.2420 -0.4927 -2.5109  0.2610

=====

Most stable to least stable: i, ii

=====

i.
This record from the OMol25 dataset describes an isolated molecule of C4H10OS2. The level of theory is wB97M-V/def2-TZVPD.

Results
- Orbital gap: 9.5146 eV
- HOMO energy: -8.77 eV
- Total charge: 0
- SMILES: CSSCCCO

Last column: Mulliken charge in e.
CARTESIAN COORDINATES (ANGSTROEM)
C: 3.2570 -0.2430 0.4237  -0.7692
S: 1.9329 0.3302 -0.6674  -0.0942
S: 0.6902 1.3702 0.6195  -0.1089
C: -0.6070 0.1892 1.1045  -0.6596
C: -1.1348 -0.6924 -0.0110  -0.6642
C: -1.7629 0.0855 -1.1465  -0.3626
O: -2.8010 0.8719 -0.5981  -0.5145
H: 2.8333 -0.9585 1.1175  0.2682
H: 3.8685 0.4936 0.9178  0.2970
H: 3.8795 -0.8126 -0.2813  0.2818
H: -1.4066 0.8424 1.4589  0.3845
H: -0.2530 -0.4345 1.9111  0.3383
H: -0.2947 -1.2709 -0.4074  0.3270
H: -1.8772 -1.3546 0.4090  0.3909
H: -2.1631 -0.5890 -1.9166  0.3130
H: -1.0183 0.6767 -1.6800  0.2798
H: -3.1425 1.4957 -1.2534  0.2929

=====

ii.
This record from the OMol25 dataset describes an isolated molecule of C4H10OS2. The level of theory is wB97M-V/def2-TZVPD.

Results
- Orbital gap: 9.4266 eV
- HOMO energy: -8.96 eV
- Total charge: 0
- SMILES: O[C@@H](CS)CCS

Last column: Mulliken charge in e.
CARTESIAN COORDINATES (ANGSTROEM)
O: -0.3534 -0.2873 1.6345  -0.4848
C: -0.1914 -0.9564 0.3428  -0.4698
C: -1.5314 -0.6134 -0.3620  -0.1831
S: -3.2968 -1.2451 0.1775  -0.2561
C: 1.1006 -0.5838 -0.3258  -0.5399
C: 1.4703 0.9367 -0.7125  -0.5866
S: 0.8495 2.2364 0.5969  -0.2553
H: -0.2918 0.7575 1.2471  0.2976
H: -0.0875 -2.0942 0.6565  0.3025
H: -1.4857 0.5478 -0.0765  0.2414
H: -1.4428 -0.7694 -1.5566  0.2912
H: -2.7226 -1.6886 1.5163  0.1666
H: 1.6974 -0.7986 0.6857  0.2774
H: 1.5869 -1.2018 -1.1043  0.3532
H: 2.6270 1.0635 -0.8263  0.3587
H: 1.0473 1.3879 -1.7487  0.3290
H: 1.0244 3.3090 -0.1446  0.1580

=====

iii.
This record from the OMol25 dataset describes a cluster of 2 separate species, C4H10OS2 in total. The level of theory is wB97M-V/def2-TZVPD.

Results
- Orbital gap (spin up / spin down): 7.2283 / 7.8934 eV
- HOMO energy (spin up / spin down): -7.55 / -7.68 eV
- Total charge: 0

Last column: Mulliken charge in e.
CARTESIAN COORDINATES (ANGSTROEM)
C: 2.0429 -0.2886 -1.0909  -1.0214
C: 1.2638 -1.4686 1.1213  -1.1877
C: -2.8185 1.6939 0.1995  -0.7477
C: 1.2544 -0.3090 0.2190  -0.2882
O: -1.4277 0.0169 -1.5170  -0.5329
S: -1.7562 0.7090 1.2641  -0.1148
S: -1.2574 -0.6412 -0.2244  0.3928
H: 1.7913 -1.0995 -1.7882  0.2724
H: 1.8814 0.7278 -1.5553  0.2691
H: 3.1374 -0.4043 -0.9156  0.3722
H: 1.0157 -2.3505 0.5723  0.3718
H: 0.5117 -1.4399 1.8067  0.3717
H: 2.2633 -1.5251 1.4453  0.3630
H: -3.7752 1.2432 -0.1370  0.2888
H: -2.1455 1.8168 -0.6802  0.2684
H: -2.9579 2.7218 0.6179  0.3159
H: 0.9766 0.5973 0.6625  0.6066

=====

iv.
This record from the OMol25 dataset describes a cluster of 2 separate species, C4H10OS2 in total. The level of theory is wB97M-V/def2-TZVPD.

Results
- Orbital gap: 8.9577 eV
- HOMO energy: -8.51 eV
- Total charge: 0
- SMILES: C1CSCCS1.O

Last column: Mulliken charge in e.
CARTESIAN COORDINATES (ANGSTROEM)
C: -0.7080 2.4930 0.7289  -0.5815
C: -0.6569 1.5439 -0.4493  -0.5006
S: 0.0000 0.0000 0.0000  -0.1345
C: 1.6439 0.4577 0.5892  -0.6041
C: 1.6270 1.4083 1.8631  -0.5452
S: 0.9004 3.0145 1.4141  -0.1345
H: -1.1841 2.0906 1.6437  0.3177
H: -1.2701 3.3977 0.4271  0.3240
H: 0.0158 1.9144 -1.2465  0.2822
H: -1.6522 1.3710 -0.9021  0.3032
H: 2.2449 -0.4485 0.7968  0.3396
H: 2.0724 0.9479 -0.3061  0.3024
H: 0.9590 1.0425 2.6665  0.2915
H: 2.6500 1.4758 2.2807  0.3408
O: -5.8156 1.3353 -1.9567  -0.6467
H: -5.8418 2.3056 -2.1183  0.3255
H: -5.4926 1.2465 -1.0315  0.3202

=====

Most stable to least stable: i, iv, iii, ii

=====

i.
This record from the OMol25 dataset describes an isolated molecule of C6H7Cl. The level of theory is wB97M-V/def2-TZVPD.

Results
- Orbital gap: 9.7376 eV
- HOMO energy: -8.75 eV
- Total charge: 0

Last column: Mulliken charge in e.
CARTESIAN COORDINATES (ANGSTROEM)
C: 0.6790 1.0026 1.0687  -0.4469
C: -0.2486 1.7028 0.4289  -0.1890
C: 0.1123 -0.3714 1.1505  -0.1878
C: -1.2351 -0.1431 0.4870  -0.3095
C: -0.2474 -0.9993 -0.1868  0.0008
C: 0.4434 -0.6606 -1.4838  -1.2303
Cl: -0.5625 3.2127 -0.1857  -0.1607
H: 1.6373 1.3282 1.4539  0.4027
H: 0.3044 -1.0015 2.0054  0.4305
H: -2.2538 -0.2771 0.7865  0.3580
H: -0.4799 -2.0592 -0.1017  0.4066
H: 0.8993 0.3238 -1.4219  0.2883
H: -0.2700 -0.6644 -2.3057  0.2753
H: 1.2214 -1.3934 -1.6953  0.3619

=====

ii.
This record from the OMol25 dataset describes an isolated molecule of C6H7Cl. The level of theory is wB97M-V/def2-TZVPD.

Results
- Orbital gap: 7.8727 eV
- HOMO energy: -8.08 eV
- Total charge: 0
- SMILES: C=C/C=C/C=C\Cl

Last column: Mulliken charge in e.
CARTESIAN COORDINATES (ANGSTROEM)
C: -2.7336 -0.1534 0.0194  -0.5944
C: -1.7873 -1.1307 -0.0066  -0.0851
C: -0.2545 -0.8219 -0.1642  0.0440
C: 0.2211 0.5421 -0.0888  0.0741
C: 1.6455 1.0641 -0.1115  -0.4217
C: 2.8971 0.4448 0.0714  -0.0515
Cl: 3.0541 -1.1504 -0.0246  -0.1539
H: -2.3296 0.8853 0.1450  0.1582
H: -4.0369 -0.1911 0.1830  0.2070
H: -2.1110 -2.3118 0.2502  0.2081
H: 0.5651 -1.7539 -0.4725  0.1147
H: -0.7243 1.2896 -0.0166  0.0411
H: 1.8050 2.2386 -0.4185  0.1918
H: 3.7892 1.0489 0.6344  0.2677

=====

iii.
This record from the OMol25 dataset describes an isolated molecule of C6H7Cl. The level of theory is wB97M-V/def2-TZVPD.

Results
- Orbital gap: 10.8457 eV
- HOMO energy: -10.05 eV
- Total charge: 0
- SMILES: C#C[C@@](C)(Cl)C=C

Last column: Mulliken charge in e.
CARTESIAN COORDINATES (ANGSTROEM)
C: -1.3709 0.7844 2.2360  0.3085
C: -0.8333 0.3121 1.2811  -1.1877
C: -0.1156 -0.2739 0.2130  1.0930
C: 1.3427 -0.6559 0.6418  -1.1240
Cl: -1.0216 -1.8627 -0.2170  -0.2412
C: -0.0334 0.5313 -0.9600  -0.3389
C: -0.3376 0.2557 -2.2283  -0.7577
H: -1.9629 1.1440 3.0425  0.4895
H: 1.3008 -1.1976 1.5690  0.3607
H: 1.8510 0.3102 0.8232  0.3281
H: 1.7885 -1.2988 -0.1589  0.3122
H: 0.3287 1.5719 -0.7183  0.2025
H: -0.8073 -0.6261 -2.5563  0.2984
H: -0.1292 1.0053 -2.9678  0.2565

=====

Most stable to least stable: iii, i, ii